Entry from the OMol25 dataset: 12 unconnected molecules or ions with the total composition C39H103NO33S11 at a distorted geometry (ωB97M-V with the def2-TZVPD basis set).

Calculated values
Frontier orbital gap in eV: 8.20
Structure (SMILES): CCOS(C)(=O)=O.CCOS(C)(=O)=O.CCOS(C)(=O)=O.CCOS(C)(=O)=O.CCOS(C)(=O)=O.CCOS(C)(=O)=O.CCOS(C)(=O)=O.CCOS(C)(=O)=O.CCOS(C)(=O)=O.CCOS(C)(=O)=O.CCOS(C)(=O)=O.CCN(CC)CC
Relative energy (zero: lowest compared OMol25 entry of this formula, charge and spin) in kcal per mole: 30.6

XYZ file:
```
187
C39H103NO33S11 | the OMol25 dataset | ωB97M-V with the def2-TZVPD basis set
S -6.414 -0.734 1.710
S 1.759 -3.087 -2.927
S 5.057 -0.291 -2.887
S -2.112 -0.190 -4.617
S 2.165 1.782 7.753
S -1.734 -3.169 2.275
S -5.130 -4.326 -1.005
S -1.610 5.547 2.619
S 0.314 5.327 -3.378
S -3.794 3.851 -2.357
S -1.046 1.206 1.157
O -4.123 -4.850 -0.164
O 0.575 -4.118 -2.925
O -6.257 -0.922 0.305
O 4.259 -1.009 -3.814
O 0.120 4.315 -4.359
O 1.916 0.881 6.465
O 5.742 -0.965 -1.829
O -0.823 6.512 3.305
O -5.032 -5.118 -2.387
O -1.962 5.787 1.256
O -0.730 2.472 0.572
O -2.670 0.117 -3.338
O -7.690 -0.835 2.340
O 2.905 -3.861 -2.601
O -1.796 1.090 2.371
O -2.329 -1.467 -5.208
O -2.841 2.823 -2.619
O 1.289 1.225 8.721
O -0.949 -4.546 2.258
O -0.925 4.136 2.737
O -6.511 -4.299 -0.633
O -0.543 0.003 -4.550
O 4.131 0.846 -2.298
O 1.898 5.548 -3.262
O -5.755 0.657 2.097
O 0.315 0.370 1.325
O 2.059 3.151 7.366
O 1.447 -1.907 -2.183
O -2.710 -3.268 3.309
O -5.270 3.391 -2.734
O -2.110 -2.763 0.954
O -3.594 5.082 -3.037
O -0.277 6.611 -3.495
N 5.627 -3.598 2.333
C -0.447 -4.978 0.953
C 2.404 -0.442 0.478
C 6.845 -5.486 3.410
C -4.054 4.149 -0.614
C -4.665 -2.690 -1.496
C 2.718 1.160 5.304
C -5.547 1.986 -2.467
C 2.270 0.430 4.058
C -2.659 1.100 -5.713
C -6.074 -6.274 -4.198
C -3.096 5.164 3.486
C 1.238 1.504 -4.773
C -5.316 -1.846 2.537
C 3.862 1.435 8.170
C 6.218 0.647 -3.856
C 3.546 7.253 -3.689
C -0.062 1.264 -4.005
C -0.481 -2.084 2.883
C 0.410 3.993 3.257
C 0.038 4.617 -1.760
C 4.754 1.745 -1.316
C -4.989 1.561 4.212
C 6.818 -3.980 3.042
C -6.191 -5.116 -3.249
C 1.205 0.445 0.186
C 5.495 -2.157 2.149
C -1.929 0.265 -0.092
C -7.000 1.732 -2.757
C 2.401 6.799 -2.823
C 1.835 -2.665 -4.641
C -6.197 1.349 3.293
C 0.449 4.153 4.749
C -0.813 -3.750 -2.912
C 3.840 2.921 -1.199
C 5.432 -4.323 1.090
C 6.571 -4.259 0.084
C 5.340 -1.436 3.483
C 0.418 -6.181 1.189
C -1.498 -4.562 -3.997
H -2.712 0.691 -6.722
H 5.600 1.142 -4.604
H -5.239 -6.166 -4.892
H 6.146 -1.573 4.193
H 2.836 -2.749 -5.042
H -0.020 -4.108 0.449
H -3.661 1.364 -5.388
H 4.684 1.199 -0.373
H 0.192 1.180 -2.947
H -3.727 -2.669 -2.029
H -5.524 -2.227 -1.966
H 3.955 0.358 8.263
H 7.521 -4.674 0.423
H 1.169 -3.308 -5.216
H 5.861 -5.742 3.815
H 6.336 -4.708 -0.883
H 6.786 -3.219 -0.186
H 1.328 0.754 3.619
H 2.916 -0.573 -0.474
H -0.936 -1.192 3.303
H 0.791 -0.046 -0.698
H -1.484 -5.636 -3.812
H 0.903 1.587 -5.815
H 1.134 4.596 2.700
H 2.746 6.693 -1.782
H -5.997 -7.234 -3.690
H 4.610 -1.933 1.551
H -7.018 0.779 3.717
H 3.655 3.390 -2.163
H 1.649 7.578 -2.692
H 4.066 8.152 -3.382
H 4.087 1.960 9.091
H -1.275 -5.265 0.301
H 1.851 2.372 -4.560
H 0.164 3.228 5.247
H 1.545 1.466 0.038
H -4.893 3.520 -0.334
H 0.268 -1.910 2.120
H 4.209 6.399 -3.850
H 4.387 1.876 7.326
H 2.584 2.229 5.107
H -1.982 1.946 -5.756
H -1.411 -0.664 -0.291
H 3.143 0.004 1.156
H -0.181 -7.030 1.528
H -2.016 0.940 -0.942
H -3.658 6.086 3.645
H 1.875 0.618 -4.771
H -0.786 2.047 -4.193
H 5.231 -5.378 1.287
H -4.922 1.365 -3.113
H -7.646 2.397 -2.175
H 4.454 3.687 -0.699
H 5.769 1.989 -1.601
H 1.424 -1.663 -4.735
H -4.245 5.205 -0.458
H -3.708 4.614 2.771
H -1.094 -2.714 -3.093
H -7.105 -5.150 -2.658
H -4.291 -1.536 2.364
H 1.488 4.342 5.035
H 6.948 -6.105 2.523
H 6.356 -1.808 1.554
H -5.401 -2.855 2.138
H 0.601 3.692 -1.824
H 4.547 -3.922 0.593
H -4.461 -2.208 -0.539
H 6.681 1.385 -3.209
H 7.715 -3.915 2.393
H -6.949 -6.318 -4.854
H 6.940 0.027 -4.375
H 3.011 0.495 3.268
H -5.624 -1.790 3.577
H -4.895 0.697 4.875
H 7.624 -5.586 4.161
H -2.948 4.649 4.427
H 2.129 -0.614 4.361
H -5.260 1.746 -1.439
H -1.031 -4.449 -4.982
H -5.265 2.383 4.873
H -1.246 -4.125 -1.991
H 3.761 0.922 5.517
H -7.260 2.006 -3.783
H -0.999 4.502 -1.478
H 7.043 -3.377 3.914
H -0.094 5.014 5.123
H -3.145 3.874 -0.079
H 2.194 -1.385 0.981
H -2.523 -4.214 -4.132
H -4.075 1.657 3.634
H 0.011 -2.638 3.684
H 5.021 -0.405 3.331
H 2.938 2.836 -0.607
H -7.306 0.709 -2.553
H -6.531 2.344 2.994
H 0.529 5.347 -1.118
H 0.735 2.998 2.936
H 3.138 7.402 -4.696
H 1.162 -6.057 1.975
H -6.204 -4.162 -3.788
H -2.928 0.121 0.312
H 4.444 -1.903 3.913
H 0.852 -6.509 0.243
```